Entry from OMol25: a single C6H8ClN3O2 molecule in a non-equilibrium geometry (wB97M-V/def2-TZVPD).

Structure (XYZ):
```
20
Properties=species:S:1:pos:R:3:forces:R:3
C 0.83725 1.54210 -0.59896 0.108 -0.050 -0.135
O -0.42815 1.48525 0.01395 -0.330 0.053 0.215
C -0.97823 0.19562 0.10315 -0.001 -0.171 -0.195
N -2.35473 0.33183 0.49026 0.249 0.389 -0.751
C -2.73670 -0.12096 1.69125 2.025 -1.543 1.154
O -3.76725 0.00317 2.26895 -0.453 0.109 0.137
C -1.39396 -0.97511 2.24346 -1.162 2.364 -1.010
Cl -1.05620 -0.44272 3.88785 0.082 -0.131 -0.034
N -1.65073 -2.38436 2.20432 -1.045 -0.542 0.888
N -0.95362 -2.97759 1.40541 0.192 -1.167 -0.436
C -0.00331 -2.12727 0.70890 0.362 0.697 -0.054
C -0.31710 -0.69895 1.17942 -0.089 -0.131 0.063
H 0.85518 0.95642 -1.52760 0.010 0.058 0.034
H 1.62705 1.17656 0.06522 0.012 0.000 -0.030
H 1.01915 2.58980 -0.83112 0.074 -0.076 0.007
H -0.92331 -0.27989 -0.89621 0.091 0.138 0.248
H -2.94352 0.96768 -0.02737 -0.065 -0.063 0.046
H -0.13696 -2.27770 -0.36333 0.037 0.007 0.007
H 0.99582 -2.47972 0.97470 -0.037 0.054 -0.048
H 0.54315 -0.18903 1.60926 -0.058 0.004 -0.105
```
Forces are in eV/Å.

Total energy   -1008.33703 hartree
SMILES   CO[C@@H]1NC(=O)[C@@]2(Cl)N=NC[C@@H]12
F_max   2.822 eV Å⁻¹
Kohn-Sham gap   10.2 eV
LUMO   0.49 eV
ΔE to the lowest compared entry with this formula, charge and spin   4.8 kcal per mole
2S+1   1

=====

Entry from OMol25: a molecular structure, C6H8CoLiO6 in a non-equilibrium geometry (wB97M-V/def2-TZVPD).

Structure (XYZ):
```
22
Properties=species:S:1:pos:R:3:forces:R:3
O 1.04811 1.59982 0.04781 0.403 -0.827 0.384
O -1.19433 1.72856 0.30127 0.101 0.005 0.106
C -2.29152 1.72456 -0.59808 -0.198 -0.098 -0.040
C -1.60620 1.90665 -1.94096 -0.496 0.445 -0.288
O -0.37300 1.20346 -1.74545 0.240 -0.399 -0.156
C -0.08715 1.13306 -0.29821 -0.296 -0.687 0.893
H -2.83083 0.76572 -0.54459 0.041 0.195 -0.016
H -2.96668 2.54467 -0.33421 0.175 -0.235 -0.065
H -1.38784 2.96155 -2.15121 -0.003 -0.310 0.041
H -2.15178 1.45851 -2.77855 0.134 0.132 0.163
O 0.09743 -1.30370 -0.92924 0.006 -0.597 1.181
O 2.77006 -0.79348 1.92750 0.265 -1.024 -0.511
C 2.23093 -1.94491 1.42073 -0.458 -1.488 0.751
C 0.71724 -2.03994 1.64149 -0.699 0.187 -0.113
O 0.09139 -0.79061 1.24421 0.134 0.116 0.414
C -0.05421 -0.48956 -0.01201 0.184 1.511 -0.681
H 2.41737 -2.05496 0.32724 0.257 0.545 0.253
H 2.63884 -2.87419 1.88239 0.297 0.633 -0.266
H 0.47332 -2.12335 2.70665 0.143 -0.014 -0.318
H 0.26217 -2.87119 1.08784 0.341 0.152 0.141
Li 2.04208 0.78262 1.44937 -0.617 1.377 -0.477
Co 0.15460 -0.52329 -2.70398 0.047 0.380 -1.396
```
Forces are in eV/Å.

Total energy   -2074.82306 hartree
F_max   1.728 eV Å⁻¹
Charge   +1
Kohn-Sham gap (alpha / beta)   7.5 / 6.3 eV
Expectation value of S²   8.758
LUMO (alpha / beta)   -3.04 / -7.36 eV
ΔE to the lowest compared entry with this formula, charge and spin   0.0 kcal per mole
2S+1   6

=====

Entry from OMol25: a molecular structure, C6H8CoO4S in a non-equilibrium geometry (wB97M-V/def2-TZVPD).

Structure (XYZ):
```
20
Properties=species:S:1:pos:R:3:forces:R:3
Co 0.17543 1.82998 -0.77926 -0.121 -4.112 0.183
C 0.22600 2.80332 0.63599 0.402 7.536 6.735
O 0.26853 3.57101 1.52146 -0.231 -4.105 -4.046
C 0.16209 2.61901 -2.31033 -0.104 6.294 -7.381
O 0.12775 3.27831 -3.26765 0.161 -3.279 3.999
C -1.49588 1.39945 -0.66172 -8.142 -1.407 1.008
O -2.61110 1.16786 -0.44156 4.134 0.794 -0.917
C 1.81570 1.25985 -0.68147 8.020 -1.481 0.194
O 2.94296 1.02115 -0.58899 -4.037 0.662 -0.296
H 0.05922 -2.24613 -2.85880 -0.004 0.070 -0.092
H 0.05594 -1.79727 -3.45543 0.003 -0.056 0.116
C 0.17454 -2.81858 0.77286 0.243 0.003 -0.805
S 0.03235 -1.05949 0.44856 -0.462 -1.000 1.840
C -0.55659 -0.46317 2.07571 0.113 0.074 -0.165
H 0.57029 -3.23626 -0.14657 0.075 -0.149 -0.158
H -0.80137 -3.27059 0.95866 -0.193 0.218 0.187
H 0.87032 -3.04016 1.58324 -0.047 0.293 0.233
H 0.16170 -0.79560 2.85346 -0.443 -0.056 -0.407
H -0.59664 0.63190 2.08356 0.022 -0.277 -0.133
H -1.58124 -0.85460 2.25828 0.611 -0.023 -0.097
```
Forces are in eV/Å.

Total energy   -2314.52038 hartree
F_max   10.115 eV Å⁻¹
Charge   +2
Kohn-Sham gap (alpha / beta)   10.2 / 7.5 eV
Expectation value of S²   3.770
LUMO (alpha / beta)   -7.99 / -12.29 eV
2S+1   4

=====

> F_max of number 3 (C6H8CoO4S)?

10.115 eV Å⁻¹

=====

> F_max of number 1 (C6H8ClN3O2)?

2.822 eV Å⁻¹